No. 1
Here is a molecular structure, C16H22ClOTi from the Open Molecules 2025 dataset. Energies are from the ωB97M-V functional and the def2-TZVPD basis.

Last column: Mulliken spin population.
Atoms and positions in Å:
Ti 0.000000 0.000000 0.000000  1.128
C -2.105724 -0.935614 -0.473994  0.009
C -1.681143 -0.370627 -1.697588  -0.103
C -0.547975 -1.069913 -2.131600  0.076
H -2.116911 0.490346 -2.169496  0.010
C -0.245024 -2.066042 -1.183184  0.036
C -1.232207 -2.000159 -0.173830  -0.002
H -1.304609 -2.647443 0.681348  -0.020
H -2.940905 -0.602443 0.117285  0.001
H 0.026021 -0.844387 -3.013348  -0.176
H 0.573842 -2.764160 -1.228311  -0.018
C 0.213712 0.815314 2.259507  0.023
C -0.191032 -0.523677 2.342463  -0.028
C 0.839150 -1.324723 1.795858  -0.020
H -1.131615 -0.876002 2.730989  0.006
C 1.869930 -0.476676 1.359303  0.038
C 1.475603 0.854862 1.639010  -0.080
H 2.011555 1.749295 1.377436  -0.013
H -0.375036 1.670902 2.533718  -0.001
H 0.836477 -2.397628 1.716097  0.000
H 2.798887 -0.795880 0.921397  -0.071
O 1.467642 0.935651 -1.391768  -2.151
C 2.803850 0.660905 -1.989501  -3.310
C 2.447809 1.581220 -3.167261  2.953
C 2.987766 -0.797766 -2.307099  1.209
C 3.893508 1.212227 -1.102008  1.567
C 1.184087 1.948962 -2.402286  0.293
H 2.264570 1.044879 -4.094410  0.066
H 3.147921 2.391453 -3.349989  -0.092
H 1.159821 2.935948 -1.951818  0.069
H 0.234216 1.761089 -2.891994  -0.078
H 3.925560 -0.940353 -2.843052  -0.565
H 2.180874 -1.176161 -2.927750  0.321
H 3.023553 -1.391681 -1.397013  0.173
H 4.747431 1.507924 -1.711055  -0.229
H 4.235196 0.477161 -0.379123  0.071
H 3.543108 2.087689 -0.560045  0.032
Cl -2.481325 2.103773 0.801849  -0.020
C -0.949250 2.023863 -0.107298  -0.177
H -1.177771 2.316419 -1.148111  0.045
H -0.251114 2.783205 0.300730  0.029

Cartesian forces, eV/Å:
Ti 0.1 -0.9 0.3
C -0.5 0.2 0.3
C 0.1 0.0 -0.2
C -0.1 -0.1 -0.2
H -0.1 0.1 -0.1
C 0.2 -0.2 -0.4
C 0.2 0.0 0.1
H 0.0 -0.1 0.1
H -0.1 0.0 0.0
H 0.1 0.1 -0.1
H 0.1 -0.1 -0.1
C -0.2 0.0 0.2
C 0.0 0.1 0.5
C -0.3 0.0 0.2
H -0.1 0.0 0.0
C 0.5 -0.2 -0.5
C 0.0 0.3 0.0
H 0.1 0.1 0.0
H -0.1 0.1 0.1
H 0.0 -0.1 -0.1
H 0.2 0.0 0.0
O 0.2 0.3 -0.5
C -0.8 0.1 0.1
C 0.2 0.1 -0.1
C 0.1 -0.1 -0.1
C 0.3 0.0 0.0
C 0.2 -0.4 0.4
H 0.0 0.0 -0.1
H 0.1 0.0 0.0
H 0.1 0.2 0.1
H -0.1 -0.1 -0.1
H 0.1 0.1 -0.1
H -0.1 0.0 -0.1
H -0.1 0.0 0.2
H 0.0 0.0 -0.1
H 0.0 -0.1 0.2
H 0.0 0.1 0.0
Cl -1.1 0.6 0.5
C 1.4 0.0 -1.0
H -0.2 0.2 0.5
H -0.6 -0.1 0.0

Values from the calculation:
DFT total energy in Ha: -2007.623533
Net charge: -2
E_LUMO (alpha / beta) in hartree: 0.177 / 0.183
Multiplicity: 2
HOMO energy (alpha / beta) in eV: 3.0100 / 1.3823
HOMO-LUMO gap (alpha / beta) in eV: 1.8049 / 3.5990

=====

No. 2
Here is a single C16H22N2O2 molecule from the Open Molecules 2025 dataset. Energies are from the ωB97M-V functional and the def2-TZVPD basis.

Last column: Löwdin charge in e.
Atoms and positions in Å:
C -3.611207 3.338543 -2.057000  -0.032
C -2.373720 2.513978 -2.093570  -0.313
C -1.364252 2.396362 -1.185399  0.026
C -0.422381 1.469872 -1.714650  -0.096
C 0.795434 0.953258 -1.240362  -0.212
C 1.460533 0.039064 -2.036732  -0.036
C 0.944249 -0.358081 -3.273644  -0.094
C -0.245792 0.131873 -3.761339  -0.038
C -0.921615 1.051133 -2.966900  -0.210
N -2.105994 1.699585 -3.168094  0.118
H -2.690393 1.607415 -3.981318  0.161
H -0.638133 -0.182815 -4.716396  0.102
H 1.504918 -1.073759 -3.856513  0.100
H 2.399637 -0.386298 -1.719871  0.105
O 1.215547 1.430012 -0.029283  -0.029
C 2.285576 0.800824 0.629301  -0.143
C 1.892026 -0.567996 1.202135  -0.362
O 3.022320 -1.125803 1.827943  -0.017
H 2.682834 -1.756552 2.479458  0.087
C 0.740713 -0.431238 2.204524  -0.144
N 0.480532 -1.716578 2.815435  -0.188
C -0.283193 -1.649646 4.051315  -0.199
C -0.731211 -3.090046 4.254193  -0.176
H -1.549164 -3.180678 4.965839  0.106
H 0.110143 -3.689813 4.601129  0.110
C -1.127284 -3.501234 2.835817  -0.165
H -1.027347 -4.572120 2.670656  0.104
H -2.163494 -3.221602 2.642701  0.106
C -0.181816 -2.685840 1.940419  -0.173
H 0.578212 -3.323352 1.478555  0.117
H -0.737167 -2.184481 1.135326  0.120
H 0.352377 -1.279179 4.858529  0.120
H -1.158924 -0.985275 3.960949  0.124
H 1.048479 0.260690 2.993655  0.135
H -0.142310 -0.010935 1.694538  0.134
H 1.565536 -1.219531 0.374794  0.136
H 3.161150 0.686363 -0.019268  0.129
H 2.553844 1.469003 1.451857  0.139
H -1.283107 2.904762 -0.246345  0.111
H -4.498954 2.707202 -2.110547  0.079
H -3.646552 3.910663 -1.134752  0.079
H -3.638670 4.031653 -2.898409  0.079

Cartesian forces, eV/Å:
C 0.1 -0.1 -0.1
C -0.1 0.2 0.3
C -0.2 0.1 0.0
C 0.1 -0.2 -0.2
C -0.2 0.0 -0.2
C 0.3 0.1 0.4
C -0.2 0.0 -0.2
C 0.0 -0.1 -0.1
C 0.6 -0.2 0.4
N -0.3 0.1 -0.2
H 0.1 0.0 0.1
H 0.0 -0.1 -0.1
H 0.0 -0.1 -0.1
H 0.1 0.0 0.1
O -0.4 0.1 -0.3
C 0.4 -0.5 0.3
C -0.5 0.3 -0.1
O 0.3 0.1 0.0
H -0.1 0.0 0.0
C 0.3 0.0 -0.3
N -0.1 0.1 0.1
C 0.0 -0.1 0.2
C 0.0 0.2 0.0
H 0.0 0.0 0.1
H 0.0 0.0 0.1
C 0.1 0.0 0.0
H -0.1 0.0 0.0
H 0.0 0.0 0.0
C 0.1 -0.2 -0.3
H -0.1 0.0 -0.1
H 0.1 0.0 0.0
H -0.1 0.1 0.0
H 0.0 0.0 0.0
H 0.0 0.0 0.0
H 0.0 -0.1 0.1
H 0.0 0.1 0.1
H -0.1 0.1 0.0
H 0.0 -0.1 -0.1
H -0.1 0.2 0.2
H -0.1 0.0 0.0
H 0.0 0.0 0.0
H -0.1 0.1 0.0

Values from the calculation:
DFT total energy in Ha: -882.874984
E_LUMO in hartree: 0.031
Multiplicity: 1
HOMO energy in eV: -7.4632
Energy above the lowest of the compared OMol25 structures with the same formula, charge and spin in kcal/mol: 44.4
HOMO-LUMO gap in eV: 8.3077

=====

No. 3
Here is a single C16H22N2O2 molecule from the Open Molecules 2025 dataset. Energies are from the ωB97M-V functional and the def2-TZVPD basis.

Last column: Löwdin charge in e.
Atoms and positions in Å:
C 3.285066 0.789089 -4.976810  -0.112
C 2.411802 -0.239714 -4.269905  -0.265
C 2.918706 -0.526915 -2.858454  -0.185
C 2.114780 -1.621509 -2.157588  -0.120
N 0.729471 -1.235867 -1.970739  0.040
C 0.327836 -0.344525 -1.000205  -0.364
O 1.060023 0.190125 -0.210697  0.131
C -1.203319 -0.253328 -1.057136  -0.218
N -1.783852 -0.850243 0.125881  0.058
C -1.763179 -0.227374 1.371043  -0.264
C -1.752144 1.155172 1.535507  -0.020
C -1.823500 1.708266 2.799446  -0.037
C -1.912691 0.915966 3.935274  -0.264
C -1.923419 -0.462696 3.768547  -0.043
C -1.848005 -1.026298 2.511935  -0.026
H -1.857287 -2.102766 2.403730  0.108
H -1.987618 -1.105636 4.635070  0.114
C -1.936738 1.529110 5.306280  -0.221
C -0.513867 1.706808 5.840016  -0.098
H 0.060106 2.348664 5.175622  0.073
H -0.011148 0.744215 5.901029  0.073
H -0.529391 2.155200 6.831079  0.066
H -2.430082 2.502628 5.267777  0.107
H -2.499509 0.888598 5.988777  0.107
H -1.809161 2.784079 2.902584  0.115
H -1.680002 1.812464 0.683438  0.102
H -1.594164 -1.843142 0.192380  0.137
C -1.576710 -1.040342 -2.312518  -0.009
C -0.294717 -1.712923 -2.761418  -0.425
O -0.159279 -2.519862 -3.641468  0.109
H -1.936276 -0.398978 -3.117864  0.133
H -2.348141 -1.785611 -2.118468  0.132
H -1.518371 0.790811 -1.107076  0.146
H 2.108657 -2.536615 -2.754547  0.128
H 2.541589 -1.820840 -1.171064  0.131
H 3.959375 -0.852318 -2.905534  0.118
H 2.877957 0.382867 -2.256208  0.114
H 2.398836 -1.167892 -4.844978  0.113
H 1.385175 0.131336 -4.223023  0.105
H 2.910353 0.984381 -5.978546  0.068
H 4.308496 0.429642 -5.057166  0.071
H 3.294342 1.725972 -4.424004  0.073

Cartesian forces, eV/Å:
C -0.2 -0.1 0.0
C 0.3 0.1 0.1
C -0.3 -0.2 -0.1
C 0.4 0.0 0.1
N 0.4 -0.1 -0.1
C -0.3 0.1 0.0
O 0.1 0.1 0.1
C -0.1 0.2 0.1
N -0.1 -0.4 -0.3
C -0.1 0.1 0.4
C 0.0 -0.1 -0.2
C 0.0 -0.1 0.1
C -0.2 0.1 0.1
C 0.0 0.1 -0.1
C 0.1 0.0 -0.1
H 0.0 -0.1 0.0
H 0.0 -0.1 0.1
C 0.3 0.0 0.0
C -0.2 0.0 0.1
H 0.1 0.0 0.0
H 0.1 -0.1 0.0
H 0.1 0.0 0.1
H -0.1 0.0 0.0
H -0.1 0.1 0.0
H 0.0 0.1 0.0
H 0.0 0.1 -0.1
H 0.0 0.1 0.0
C -0.1 0.0 0.0
C -0.3 0.1 0.0
O 0.0 -0.1 -0.2
H 0.0 0.0 0.0
H 0.0 0.0 0.0
H 0.1 -0.1 -0.1
H 0.0 0.1 0.1
H -0.1 0.0 -0.1
H 0.1 0.0 0.0
H 0.1 0.0 0.0
H -0.1 0.0 0.0
H -0.1 -0.1 0.0
H 0.0 0.1 -0.1
H 0.1 0.0 0.0
H 0.0 0.1 0.0

Values from the calculation:
DFT total energy in Ha: -882.927737
E_LUMO in hartree: 0.026
Multiplicity: 1
HOMO energy in eV: -7.8104
Energy above the lowest of the compared OMol25 structures with the same formula, charge and spin in kcal/mol: 11.3
HOMO-LUMO gap in eV: 8.5220

=====

Per-record strongest force on any atom, eV Å⁻¹: 1.74; 0.74; 0.50